72
Properties=species:S:1:pos:R:3:mulliken_charge:R:1 method="wB97M-V/def2-TZVPD" e_above_lowest_kj_mol=660.2 charge=-1 e_homo_ev="-1.1 / -1.1" multiplicity=8 homo_lumo_gap_ev="3.479 / 3.503"
O -0.5510 0.5946 -2.8218 -0.41
C -1.3282 1.3933 -3.3871 -0.64
C -0.9030 2.0425 -4.6532 0.68
C 0.3288 2.7202 -4.7377 -0.39
H 0.8268 2.9827 -3.7984 0.45
C 0.8267 3.0800 -5.9918 -0.52
H 1.7795 3.6082 -6.0511 0.34
C 0.1128 2.7670 -7.1554 -0.47
H 0.5814 2.9339 -8.1316 0.33
C -1.1648 2.1832 -7.0627 -0.44
H -1.7447 1.9819 -7.9655 0.34
C -1.6810 1.8431 -5.8116 -0.46
H -2.6976 1.4581 -5.6854 0.32
H -2.4673 1.2524 -3.2594 0.25
C -3.0370 3.7306 -2.3008 -1.06
C -2.8806 2.2902 -2.0064 0.27
H -3.7786 4.2317 -1.6333 0.37
H -3.4251 3.8788 -3.3273 0.25
H -2.0629 4.2767 -2.2569 0.21
C -3.0225 1.3822 -1.0461 0.05
C -3.5943 1.4027 0.3623 -1.07
H -2.6431 0.3744 -1.2585 0.10
H -4.4022 2.1331 0.5037 0.35
H -2.7994 1.5582 1.1054 0.10
H -3.9610 0.3859 0.5502 0.31
Eu 0.9241 -1.1006 -2.0618 0.99
Cl 1.5604 0.6604 -0.0647 -0.66
Cl 0.6360 -2.7288 -4.1001 -0.70
H 4.8370 1.2739 -3.3710 0.34
H 5.6658 1.5486 -1.3510 0.28
C 4.0472 0.5495 -3.1281 -1.12
C 4.9394 0.9185 -0.8293 -0.87
N 4.3725 -0.0020 -1.8104 0.32
H 4.0222 -0.2276 -3.8956 0.33
C 4.0190 -1.2383 -1.4554 0.10
O 3.1578 -1.9032 -2.0676 -0.64
H 5.4176 0.3315 -0.0411 0.28
H 4.5429 -1.6055 -0.5633 0.34
H 3.0755 1.0604 -3.1418 0.43
H 4.1324 1.5144 -0.3786 0.30
H -1.3403 -5.3083 1.5403 0.29
H -1.1003 -6.8652 -0.7151 0.32
C -1.7510 -4.5683 0.8391 -0.76
C -1.4396 -5.9712 -1.2499 -0.87
N -1.1729 -4.7416 -0.4994 0.23
H -1.4777 -3.5646 1.1817 0.13
C -0.3851 -3.7996 -1.0189 0.41
O -0.2026 -2.6479 -0.5216 -0.58
H -0.8912 -5.9039 -2.1958 0.28
H 0.1170 -4.0444 -1.9735 0.06
H -2.8456 -4.6657 0.8180 0.31
H -2.5030 -6.0941 -1.4715 0.31
C 0.5458 -1.6490 2.7789 -0.98
P 1.5040 -0.1249 3.2272 0.25
C 0.1701 1.1258 2.9701 -1.13
C 1.4349 -0.2626 5.0657 0.19
C 2.6337 -0.6990 5.6728 -0.58
C 2.6922 -0.9061 7.0520 -0.42
C 1.5449 -0.7057 7.8302 -0.41
C 0.3744 -0.2102 7.2482 -0.55
C 0.3150 0.0087 5.8688 -0.07
H -0.5288 -1.4526 2.8969 0.36
H 0.8597 -2.4655 3.4451 0.48
H 0.7647 -1.9064 1.7307 0.11
H 0.1853 1.8635 3.7821 0.48
H 0.4221 1.6026 2.0122 0.37
H -0.8097 0.6316 2.8825 0.12
H 3.5170 -0.8874 5.0532 0.30
H 3.6342 -1.2273 7.5069 0.35
H 1.5704 -0.9302 8.8947 0.34
H -0.5015 0.0108 7.8616 0.35
H -0.6099 0.3772 5.4218 0.35